Record 1
Computed, not measured: a structure of composition C25H67AlF5N22O44S, with ωB97M-V/def2-TZVPD.

Values from the calculation:
- Relative energy (zero: lowest compared OMol25 entry of this formula, charge and spin): 0.994 eV
- 2S+1: 1
- Charge: -1
- Kohn-Sham gap: 6.89 eV
- F_max: 4.4 eV/Å

Structure (XYZ):
```
165
Properties=species:S:1:pos:R:3:lowdin_charge:R:1
C -0.0003 1.2861 -5.6241 -0.049
C 1.1371 1.2628 -5.2044 -0.181
Al 2.9336 1.3371 -4.2225 0.206
N 4.1970 0.2197 -5.1379 -0.089
S 3.5988 3.5839 -4.3059 0.652
O 2.3787 4.4081 -4.5159 -0.407
O 4.5000 3.8162 -5.4554 -0.393
C 4.3303 4.2052 -2.6848 -0.418
F 5.0472 5.3807 -2.8240 0.073
F 3.3252 4.4918 -1.7578 0.036
C 5.2481 3.1085 -1.9824 -0.486
F 4.4880 2.2686 -1.2037 0.092
F 6.1280 3.7128 -1.1218 0.129
F 5.8918 2.3293 -2.8881 0.136
H -1.1000 1.5365 -5.7173 0.012
H 2.7840 0.7970 -2.7389 -0.048
H 4.7518 -0.2857 -4.4343 -0.073
H 4.8819 0.8695 -5.5580 -0.019
C -4.3980 -0.5818 -6.2200 0.051
N -3.1789 -0.2667 -5.4270 -0.424
O -2.5014 -1.1984 -5.0532 0.077
O -2.9519 0.9156 -5.2119 0.005
H -4.4719 -1.6600 -6.3325 0.096
H -5.2545 -0.1903 -5.6746 0.095
H -4.2932 -0.0985 -7.1899 0.087
C 1.4235 2.3258 0.5970 0.047
N 0.5959 1.8135 -0.5279 -0.418
O -0.5408 2.2538 -0.6364 0.032
O 1.1071 0.9931 -1.2604 0.017
H 0.8377 3.0456 1.1628 0.051
H 1.6939 1.4756 1.2178 0.080
H 2.3057 2.7982 0.1683 0.085
C -1.4754 -0.6066 2.0140 0.043
N -0.2268 -0.7363 2.8055 -0.433
O 0.7985 -0.3443 2.2868 0.056
O -0.3187 -1.2271 3.9151 0.052
H -1.2275 -0.1556 1.0568 0.090
H -1.8871 -1.6043 1.8759 0.101
H -2.1586 0.0262 2.5729 0.088
C -1.6391 -2.1964 -9.1148 0.053
N -3.0916 -1.8818 -9.1966 -0.443
O -3.4060 -0.7291 -9.4304 0.052
O -3.8686 -2.8038 -9.0211 0.045
H -1.0686 -1.2855 -9.2893 0.057
H -1.4469 -2.5869 -8.1164 0.107
H -1.4207 -2.9402 -9.8782 0.106
C -4.2657 0.2576 -2.3456 0.049
N -4.4949 -0.7269 -1.2558 -0.430
O -5.2527 -1.6555 -1.4773 0.054
O -3.9045 -0.5344 -0.2129 0.062
H -4.8512 -0.0351 -3.2118 0.084
H -4.5813 1.2322 -1.9804 0.080
H -3.2014 0.2482 -2.5781 0.105
C 1.4979 6.2404 0.2592 0.060
N 0.8787 5.9112 1.5697 -0.406
O 1.1015 4.8100 2.0373 0.047
O 0.1866 6.7738 2.0845 0.049
H 2.0795 5.3879 -0.0759 0.079
H 0.6964 6.4538 -0.4347 0.077
H 2.1351 7.1088 0.4056 0.108
C 4.7382 -1.1943 -1.1034 0.060
N 5.7596 -1.7280 -2.0463 -0.407
O 5.7745 -1.2719 -3.1726 0.056
O 6.5119 -2.5879 -1.6213 0.048
H 4.1444 -0.4415 -1.6192 0.050
H 4.1153 -2.0288 -0.7891 0.103
H 5.2677 -0.7582 -0.2588 0.102
C -0.8342 9.6144 -2.0817 0.048
N -0.2097 8.2667 -2.1516 -0.427
O -0.7965 7.4094 -2.7776 0.090
O 0.8521 8.1209 -1.5704 0.031
H -1.7664 9.5960 -2.6391 0.096
H -1.0153 9.8376 -1.0324 0.101
H -0.1349 10.3226 -2.5207 0.101
C -3.1087 3.9310 -2.6818 0.062
N -4.5563 4.2494 -2.8438 -0.436
O -4.8552 5.4004 -3.0884 0.069
O -5.3432 3.3244 -2.7190 0.034
H -2.5330 4.8420 -2.8191 0.091
H -2.9690 3.5336 -1.6779 0.097
H -2.8479 3.1920 -3.4377 0.097
C 3.1017 -1.1306 4.7849 0.033
N 4.1068 -1.6336 3.8115 -0.431
O 4.1028 -1.1526 2.6971 0.069
O 4.8696 -2.5015 4.2068 0.041
H 2.4948 -0.3693 4.3028 0.078
H 2.4862 -1.9782 5.0897 0.058
H 3.6456 -0.7134 5.6302 0.105
C 4.2079 -4.8688 6.6446 0.064
N 2.7591 -4.5541 6.5245 -0.402
O 2.4518 -3.3970 6.3002 0.033
O 1.9797 -5.4784 6.6584 0.060
H 4.7762 -3.9541 6.5017 0.090
H 4.3739 -5.2777 7.6407 0.080
H 4.4491 -5.5975 5.8739 0.113
C -1.7748 6.7690 4.5945 0.042
N -3.2286 7.0599 4.4761 -0.436
O -3.5547 8.2050 4.2397 0.075
O -3.9917 6.1216 4.6249 0.034
H -1.2206 7.6893 4.4390 0.094
H -1.5993 6.3768 5.5945 0.102
H -1.5227 6.0348 3.8321 0.080
C -2.7844 3.1194 4.4603 0.033
N -1.7807 2.6199 3.4843 -0.417
O -1.7917 3.1012 2.3681 0.073
O -1.0144 1.7567 3.8766 0.049
H -3.3947 3.8771 3.9790 0.073
H -3.3944 2.2722 4.7685 0.073
H -2.2398 3.5411 5.3029 0.106
C -0.0520 -3.4966 -2.3061 0.042
N 0.0514 -2.7821 -3.6069 -0.444
O -0.5816 -3.2347 -4.5459 0.038
O 0.7601 -1.8010 -3.6332 0.075
H -0.7144 -4.3495 -2.4273 0.090
H 0.9487 -3.8210 -2.0298 0.096
H -0.4540 -2.7950 -1.5781 0.094
C -0.9369 -2.5036 7.2566 0.035
N -2.3925 -2.2156 7.1466 -0.450
O -2.7220 -1.0685 6.9167 0.062
O -3.1511 -3.1556 7.2962 0.052
H -0.3851 -1.5808 7.1022 0.092
H -0.7559 -2.8995 8.2536 0.098
H -0.6873 -3.2342 6.4904 0.096
C 2.1897 -7.0265 9.4696 0.051
N 3.4415 -7.1848 10.2574 -0.446
O 4.4792 -6.8028 9.7444 0.052
O 3.3393 -7.6846 11.3593 0.066
H 2.4331 -6.5699 8.5142 0.054
H 1.7640 -8.0171 9.3260 0.108
H 1.5201 -6.3889 10.0427 0.106
C 8.0926 -3.8494 -3.8147 0.024
N 8.6991 -4.9624 -4.5956 -0.452
O 8.0287 -5.4594 -5.4802 0.061
O 9.8296 -5.2971 -4.2902 0.046
H 7.0928 -3.6600 -4.1929 0.087
H 8.0581 -4.1593 -2.7743 0.086
H 8.7255 -2.9746 -3.9445 0.105
C 2.5943 -0.3144 -8.3887 0.049
N 1.7426 -0.8137 -9.4995 -0.428
O 0.6159 -0.3540 -9.5836 0.025
O 2.2248 -1.6472 -10.2433 0.055
H 2.0238 0.4141 -7.8173 0.072
H 2.8565 -1.1682 -7.7681 0.101
H 3.4790 0.1429 -8.8261 0.103
C -7.1481 3.4487 4.9785 0.053
N -6.0450 2.5997 4.4565 -0.426
O -6.0437 2.3481 3.2689 0.087
O -5.2161 2.2162 5.2630 0.027
H -7.8041 3.7135 4.1543 0.097
H -7.6824 2.8677 5.7271 0.101
H -6.6982 4.3379 5.4157 0.100
C -6.5315 -4.1754 0.7421 0.048
N -5.9174 -5.5292 0.7041 -0.444
O -6.4954 -6.3914 0.0733 0.071
O -4.8723 -5.6751 1.3129 0.045
H -7.4498 -4.1912 0.1625 0.097
H -6.7363 -3.9382 1.7839 0.102
H -5.8154 -3.4772 0.3113 0.080
C -2.6694 -7.2833 3.1071 0.032
N -1.4297 -7.4038 3.9215 -0.453
O -0.3891 -7.0250 3.4190 0.062
O -1.5484 -7.8750 5.0370 0.052
H -2.4156 -6.8510 2.1441 0.087
H -3.0797 -8.2831 2.9848 0.102
H -3.3571 -6.6387 3.6493 0.097
```



Record 2
Computed, not measured: a cluster of 14 separate species, C25H67Cl16O22P5 in total, with ωB97M-V/def2-TZVPD.

Values from the calculation:
- 2S+1: 1
- Charge: 0
- Kohn-Sham gap: 10.22 eV
- F_max: 1.8 eV/Å

Structure (XYZ):
```
135
Properties=species:S:1:pos:R:3:lowdin_charge:R:1
C -4.4427 -24.5424 15.3758 -0.088
O -4.6859 -23.3300 16.0570 -0.193
P -4.6089 -21.9415 15.3077 0.342
O -5.0563 -20.7874 16.0660 -0.205
O -3.1126 -21.8751 14.7687 -0.218
C -2.0449 -21.9756 15.7431 -0.075
O -5.3651 -22.2095 13.9295 -0.226
C -6.3454 -21.2605 13.4615 -0.107
H -5.2655 -25.2383 15.5223 0.079
H -3.5467 -25.0041 15.7973 0.094
H -4.2681 -24.4221 14.3069 0.075
H -1.3331 -21.1758 15.5245 0.091
H -1.5195 -22.9153 15.5619 0.081
H -2.3281 -21.9024 16.7904 0.092
H -7.3509 -21.5706 13.7669 0.082
H -6.3369 -21.2400 12.3678 0.046
H -6.1283 -20.2441 13.7850 0.068
C -5.1914 -28.5606 16.4718 -0.068
O -6.4658 -28.4438 15.8206 -0.245
P -7.7993 -28.2931 16.6644 0.331
O -7.8273 -28.9066 17.9850 -0.210
O -8.8907 -28.8379 15.6516 -0.239
C -9.2645 -30.1968 15.7381 -0.116
O -8.1011 -26.7439 16.6922 -0.187
C -8.2011 -26.0091 15.4878 -0.111
H -5.2304 -29.3565 17.2151 0.087
H -4.9134 -27.6390 16.9824 0.087
H -4.4923 -28.8082 15.6799 0.077
H -10.0720 -30.3541 15.0230 0.076
H -9.6760 -30.4574 16.7142 0.088
H -8.4440 -30.8704 15.4926 0.093
H -7.7572 -26.5224 14.6304 0.069
H -7.7812 -25.0122 15.5986 0.084
H -9.2609 -25.8750 15.2391 0.075
C -0.6131 -26.0805 14.0812 -0.103
O -1.7919 -25.8453 13.3505 -0.227
P -2.5697 -27.0446 12.6865 0.338
O -2.7795 -28.1878 13.5753 -0.212
O -1.7257 -27.4267 11.3973 -0.188
C -1.5717 -26.4379 10.3992 -0.134
O -3.8629 -26.3179 12.1854 -0.209
C -5.0763 -27.0174 12.0696 -0.151
H -0.2712 -27.1146 13.9523 0.093
H -0.7974 -25.9789 15.1526 0.089
H 0.2019 -25.4241 13.7877 0.090
H -1.5944 -26.9512 9.4408 0.096
H -0.5830 -25.9700 10.4494 0.065
H -2.3231 -25.6582 10.4671 0.029
H -5.2802 -27.1969 11.0121 0.043
H -5.9542 -26.4403 12.3779 0.064
H -5.0973 -27.9255 12.6531 0.036
C -11.5490 -28.0011 8.8170 -0.100
O -12.6030 -28.1650 9.7708 -0.222
P -13.8864 -28.9971 9.3637 0.335
O -14.1803 -29.1244 7.9457 -0.210
O -15.0292 -28.3017 10.1960 -0.204
C -14.9368 -27.9982 11.5820 -0.084
O -13.6025 -30.3659 10.1353 -0.222
C -14.6788 -31.3050 10.2103 -0.092
H -11.4243 -26.9568 8.5271 0.060
H -11.7140 -28.5923 7.9178 0.086
H -10.6236 -28.3076 9.3012 0.053
H -13.8976 -27.9471 11.8916 0.080
H -15.5380 -28.6709 12.1859 0.087
H -15.3760 -27.0029 11.6758 0.093
H -15.3280 -31.0591 11.0544 0.083
H -14.2571 -32.2917 10.3755 0.089
H -15.2687 -31.3143 9.2928 0.090
C -7.3075 -23.8610 11.2434 -0.071
O -7.2622 -25.1404 10.6024 -0.241
P -8.5637 -25.9516 10.2705 0.379
O -8.4113 -27.1627 9.4602 -0.250
O -9.1289 -26.1473 11.7284 -0.215
C -10.5531 -26.2267 12.0095 -0.058
O -9.5245 -24.8737 9.6003 -0.218
C -9.4101 -24.5787 8.2207 -0.140
H -8.3069 -23.6073 11.5804 0.053
H -6.8889 -23.1289 10.5512 0.048
H -6.6049 -23.9070 12.0808 0.086
H -10.7732 -25.4997 12.7881 0.040
H -10.8194 -27.2393 12.3334 0.072
H -11.1930 -26.0499 11.1381 0.084
H -9.0228 -25.4301 7.6507 0.076
H -8.7347 -23.7476 8.0672 -0.003
H -10.3976 -24.3857 7.8066 0.056
C -8.1689 -28.8327 4.8408 -0.238
C -8.6911 -28.2085 6.1137 -0.280
O -7.6443 -27.4993 6.6884 -0.149
O -9.0631 -29.8096 4.3210 -0.062
H -7.1880 -29.2750 4.9631 0.122
H -8.0955 -28.0621 4.0577 0.121
H -9.0063 -29.0438 6.7559 0.101
H -9.5905 -27.6183 5.9008 0.103
H -7.8792 -27.3177 7.6167 0.013
H -9.9304 -29.4061 4.2139 0.084
C -10.6715 -21.7600 13.4277 -0.998
Cl -10.8771 -23.1982 14.4038 0.571
Cl -10.7306 -22.0713 11.6701 0.534
H -11.4484 -21.0467 13.6628 0.028
H -9.7018 -21.3037 13.5774 0.004
C -8.3362 -29.8292 11.3089 -1.032
Cl -7.4968 -28.9755 12.6330 0.643
Cl -10.0402 -30.0909 11.6562 0.587
H -8.2177 -29.2347 10.4128 -0.068
H -7.8221 -30.7738 11.1939 0.002
C -11.3671 -24.4595 4.9364 -1.010
Cl -12.1691 -25.7239 5.8902 0.542
Cl -12.3601 -23.0062 4.7871 0.512
H -10.4209 -24.2696 5.4222 0.006
H -11.2354 -24.8124 3.9238 0.022
C -5.1632 -24.8526 6.8046 -0.963
Cl -5.2960 -26.0872 8.0610 0.605
Cl -6.3552 -23.5767 7.1099 0.541
H -4.1631 -24.4512 6.7625 0.006
H -5.4805 -25.3413 5.8946 0.024
C -6.4423 -29.1739 8.5016 -1.004
Cl -4.8507 -29.3868 9.2863 0.545
Cl -7.4727 -30.6119 8.5725 0.629
H -6.9391 -28.3975 9.0626 -0.041
H -6.2509 -28.9402 7.4701 0.005
C -8.0951 -19.3106 10.2100 -0.957
Cl -7.0161 -18.5898 11.4337 0.542
Cl -7.2462 -20.5956 9.3087 0.489
H -8.9155 -19.7612 10.7463 -0.010
H -8.3830 -18.5653 9.4856 0.018
C -10.1432 -19.7708 6.4499 -0.969
Cl -9.9973 -21.3667 7.2544 0.494
Cl -8.5416 -19.1651 6.0081 0.511
H -10.7251 -19.9091 5.5521 0.017
H -10.6125 -19.0967 7.1488 0.023
C -2.8756 -22.9571 10.8461 -0.965
Cl -3.5392 -23.0537 9.1956 0.536
Cl -1.1366 -23.2853 10.8048 0.568
H -3.0420 -21.9438 11.1772 0.025
H -3.3505 -23.6739 11.4989 0.013
```



Record 3
Computed, not measured: a cluster of 8 separate species, C25H70ClN6O11 in total, with ωB97M-V/def2-TZVPD.

Values from the calculation:
- Relative energy (zero: lowest compared OMol25 entry of this formula, charge and spin): 0.710 eV
- 2S+1: 1
- Charge: -1
- Kohn-Sham gap: 8.25 eV
- F_max: 1.8 eV/Å

Structure (XYZ):
```
113
Properties=species:S:1:pos:R:3:lowdin_charge:R:1
Cl 0.4733 0.6520 -0.8150 0.658
O 1.2343 -0.3002 -0.0267 -0.376
O -0.3700 1.4280 0.0759 -0.381
O 1.3626 1.5172 -1.5397 -0.350
O -0.4033 -0.0592 -1.7178 -0.362
C 2.8404 -2.7693 1.9034 -0.158
O 1.4841 -2.3515 1.9141 -0.143
H 2.8700 -3.8200 2.2077 0.067
H 3.2744 -2.6706 0.9088 0.072
H 3.4085 -2.2329 2.6720 0.071
H 1.4124 -1.5771 1.3384 0.021
C 0.7063 1.6621 3.3715 -0.045
C -0.1748 0.9977 4.4418 -0.434
C 0.6162 0.4739 5.6102 -0.211
O -0.2925 -0.2624 6.4263 -0.192
C 0.2954 -0.7745 7.5947 -0.128
N -1.1475 1.9881 4.9267 0.049
H 1.5552 1.0276 3.1202 0.079
H 1.0407 2.6338 3.7426 0.074
H 0.1129 1.8253 2.4709 0.052
H -0.6580 0.1503 3.9494 0.105
H 1.0602 1.2808 6.2128 0.129
H 1.4642 -0.1641 5.3268 0.124
H 0.2073 -0.0522 8.4159 0.084
H 1.3632 -0.9931 7.4878 0.081
H -0.2323 -1.6898 7.8576 0.082
H -1.8645 1.4692 5.4251 0.066
H -1.5944 2.4488 4.1432 0.057
C 1.9236 4.6120 -3.8736 -0.061
C 2.8637 4.5727 -2.6709 -0.399
C 3.9493 3.5025 -2.8637 -0.212
O 4.8061 3.9238 -3.8987 -0.205
C 5.8979 3.0756 -4.1235 -0.121
N 3.5210 5.9117 -2.5118 0.029
H 2.4290 4.9903 -4.7597 0.074
H 1.0173 5.1673 -3.6256 0.076
H 1.5482 3.6005 -4.0568 0.080
H 2.2983 4.4047 -1.7561 0.109
H 3.4336 2.5752 -3.1412 0.118
H 4.4965 3.3276 -1.9289 0.130
H 5.6335 2.0181 -4.2357 0.088
H 6.5908 3.1624 -3.2737 0.087
H 6.4055 3.3917 -5.0330 0.082
H 4.5330 5.7916 -2.5077 0.054
H 3.4482 6.3468 -3.4317 0.050
C 0.0006 5.1511 0.1337 -0.057
C -0.4085 5.3573 1.5738 -0.431
C -0.1617 6.7851 2.0377 -0.229
O 1.2028 7.0999 1.8764 -0.192
C 1.5478 8.3740 2.3740 -0.116
N -1.8639 5.0677 1.7084 0.038
H -0.1002 4.1415 -0.2636 0.066
H 1.0135 5.4932 -0.0922 0.069
H -0.6029 5.8066 -0.5068 0.085
H 0.1828 4.7085 2.2311 0.128
H -0.4456 6.8876 3.0971 0.122
H -0.7832 7.4978 1.4754 0.128
H 1.0348 9.1409 1.7826 0.086
H 2.6282 8.4342 2.2400 0.087
H 1.3346 8.4918 3.4430 0.083
H -1.9364 4.0682 1.5187 0.066
H -2.0543 5.1434 2.7085 0.060
C -2.1083 -1.2969 2.2556 -0.071
C -2.4793 -2.2129 1.0928 -0.417
C -3.2667 -1.4609 0.0443 -0.185
O -3.6963 -2.3517 -0.9960 -0.191
C -4.9986 -2.0329 -1.4058 -0.147
N -1.2908 -2.8313 0.4661 0.087
H -1.7568 -0.3252 1.8821 0.070
H -1.3401 -1.6715 2.9286 0.068
H -3.0132 -1.0473 2.8285 0.076
H -3.1271 -3.0186 1.4686 0.134
H -2.6354 -0.7035 -0.4383 0.123
H -4.1590 -0.9939 0.4743 0.117
H -5.2708 -2.6258 -2.2797 0.069
H -5.0986 -0.9826 -1.7137 0.090
H -5.7264 -2.2900 -0.6237 0.087
H -0.6992 -3.2524 1.1766 0.038
H -0.7696 -1.9615 0.2970 0.054
C -2.1847 -1.6446 -5.1505 -0.073
C -2.6251 -2.4629 -3.9466 -0.412
C -3.3689 -3.7453 -4.3112 -0.211
O -3.8495 -4.3703 -3.1281 -0.181
C -4.6966 -5.4155 -3.4856 -0.150
N -1.4573 -2.8990 -3.1230 0.079
H -3.0212 -1.2072 -5.7105 0.070
H -1.6795 -2.2807 -5.8922 0.074
H -1.4963 -0.8338 -4.9142 0.076
H -3.2633 -1.8198 -3.3421 0.118
H -2.7175 -4.4783 -4.8078 0.126
H -4.1845 -3.5064 -5.0130 0.122
H -4.2143 -6.1778 -4.1131 0.083
H -5.5875 -5.0669 -4.0340 0.082
H -5.1058 -5.9267 -2.6122 0.086
H -0.9825 -2.0070 -2.9468 0.038
H -0.8197 -3.2956 -3.8224 0.068
C 1.2934 -6.8617 1.1151 -0.080
C 0.6032 -5.6008 0.5700 -0.430
C 1.3735 -5.0638 -0.6272 -0.239
O 0.7139 -4.0383 -1.3032 -0.174
C 1.6224 -3.2843 -2.0594 -0.115
N -0.8167 -5.8469 0.2330 0.052
H 2.3363 -6.6634 1.3701 0.070
H 1.2047 -7.6833 0.3988 0.071
H 0.7643 -7.1756 2.0175 0.072
H 0.6405 -4.8884 1.3974 0.113
H 1.6926 -5.8567 -1.3287 0.127
H 2.3462 -4.7183 -0.2301 0.109
H 2.3242 -2.7529 -1.4022 0.079
H 1.1380 -2.5874 -2.7326 0.070
H 2.2674 -3.9563 -2.6550 0.085
H -0.8490 -6.8358 -0.0291 0.062
H -1.3929 -5.8515 1.0715 0.067
```